Below is C32H31B2BiF10N8O10 as an isolated structure, with properties calculated with ωB97M-V with the def2-TZVPD basis set.

Geometry as ORCA input:
```
! wB97M-V def2-TZVPD RIJCOSX def2/J DEFGRID3
* xyz 0 1
Bi -0.21967 -0.33457 0.07979
F 1.91279 -6.36176 2.17713
F 2.34954 -2.19028 2.15513
F 2.64789 -3.05023 -2.42822
F 0.51708 -6.22991 0.53786
F -0.05353 -5.52003 2.49216
F 0.77086 -3.15561 3.25882
F -2.18847 0.50920 3.83043
F -3.62356 1.95480 0.99186
F 2.50325 -1.42663 -0.78548
F 2.75287 -4.00974 3.25508
O -3.36046 0.00116 -0.27586
O 0.51934 -2.51955 -1.43113
O -1.57962 0.74672 1.15571
O 1.56462 -1.04553 -2.91094
O -2.36666 -5.50578 0.35957
O -1.86898 -2.84262 -1.58241
O -0.19349 -0.24707 3.30206
O -2.11156 2.06807 -0.79113
O 4.95701 5.24447 -2.40667
O 0.45910 -3.43724 0.65185
N -1.75104 -2.27199 1.75371
N 0.66816 -0.16960 -2.41652
N -1.09459 1.39937 -1.36234
N 3.86062 3.56369 -1.37090
N 1.47759 1.53523 0.49968
N 0.27386 -3.68736 -0.76075
N 3.29502 5.84005 -0.99752
N -2.43157 -0.89012 -0.69256
C -1.20458 -3.94739 -0.96800
C -0.18420 4.68921 -0.36451
C -1.93004 -4.38497 0.34329
C 1.51328 -4.19870 1.23333
C 2.00159 5.68662 -0.42311
C 4.09255 4.90603 -1.62223
C -0.47198 5.30703 0.84974
C 3.42917 3.42167 1.04749
C -1.24665 -5.04885 -2.00735
C -2.20291 -3.51661 1.58656
C -0.79329 1.63648 -2.57892
C 1.71541 6.33792 0.76929
C 1.02732 4.88934 -1.00883
C -1.49768 2.65105 -3.41879
C 2.63975 2.90659 2.06066
C 3.19920 3.00282 -0.25169
C -2.82358 -2.04872 -1.03153
C -1.76243 5.02837 1.56959
C 1.84518 -3.37955 2.49995
C -3.35667 -3.48597 3.68939
C 0.48767 6.16008 1.38672
C 2.75772 -4.35993 0.37854
C 0.72265 0.97989 -4.58126
C 0.96951 -5.59271 1.62569
C -1.37115 -0.38083 3.27362
C 1.65902 1.98475 1.74654
C -2.98705 -4.15928 2.54184
C 0.25751 0.76602 -3.17751
C 2.24179 2.02523 -0.47138
C -2.08089 -1.65114 2.88211
C -2.90017 -2.19361 3.86327
C -4.23426 -2.51717 -1.00690
B -2.65274 1.22019 0.37099
B 1.87085 -2.06822 -1.87607
H 0.99407 1.58910 2.50259
H 0.98421 2.02665 -4.74266
H -3.14374 -1.61583 4.74342
H 2.51398 -4.91372 -0.52424
H -0.92818 4.03670 -0.80276
H -3.30029 -5.17586 2.36228
H -0.74401 -5.93764 -1.63940
H 3.13723 -3.38232 0.10018
H -3.97645 -3.96229 4.43677
H -0.72964 -4.67565 -2.89071
H 2.07210 1.66313 -1.47767
H -4.27981 -3.56629 -0.71274
H -4.66607 -2.43453 -2.00636
H -0.81490 3.45478 -3.70404
H -1.64813 4.17342 2.23977
H 3.51356 -4.90128 0.94344
H -2.07508 5.88494 2.16701
H -4.81202 -1.89935 -0.32395
H 4.18692 4.16816 1.24788
H -2.56011 4.77605 0.87294
H 2.76450 3.22593 3.08545
H -1.85906 2.19257 -4.34042
H 1.23909 4.40241 -1.95438
H -2.33581 3.07025 -2.87123
H 2.47233 6.96726 1.22278
H 0.28215 6.67181 2.31990
H -2.27811 -5.28654 -2.25760
H -0.06335 0.72119 -5.29323
H 1.58753 0.35358 -4.77774
H 3.58889 6.77631 -1.22922
H 4.46193 2.96430 -1.91500
*
```

Largest force on an atom   0.602 eV/A
Energy relative to the best compared isomer or geometry (same formula, charge and spin)   0.0 kcal/mol
Frontier orbital gap   7.97 eV
Electronic energy   -3691.70772 Ha

Taken from the Löwdin analysis, the atomic charges in e are: atom 1 (Bi): 2.095, atom 2 (F): 0.173, atom 3 (F): 0.168, atom 4 (F): 0.188, atom 5 (F): 0.172, atom 6 (F): 0.169, atom 7 (F): 0.172, atom 8 (F): 0.147, atom 9 (F): 0.178, atom 10 (F): 0.081, atom 11 (F): 0.175, atom 12 (O): 0.035, atom 13 (O): -0.067, atom 14 (O): -0.256, atom 15 (O): 0.070, atom 16 (O): 0.127, atom 17 (O): 0.032, atom 18 (O): 0.126, atom 19 (O): 0.014, atom 20 (O): 0.057, atom 21 (O): -0.068, atom 22 (N): 0.164, atom 23 (N): -0.015, atom 24 (N): -0.050, atom 25 (N): 0.142, atom 26 (N): -0.024, atom 27 (N): 0.019, atom 28 (N): 0.138, atom 29 (N): -0.037, atom 30 (C): -0.340, atom 31 (C): -0.018, atom 32 (C): -0.230, atom 33 (C): -0.282, atom 34 (C): -0.269, atom 35 (C): -0.544, atom 36 (C): -0.260, atom 37 (C): 0.013, atom 38 (C): 0.031, atom 39 (C): -0.165, atom 40 (C): -0.241, atom 41 (C): -0.030, atom 42 (C): -0.023, atom 43 (C): 0.008, atom 44 (C): -0.019, atom 45 (C): -0.232, atom 46 (C): -0.370, atom 47 (C): -0.031, atom 48 (C): -0.561, atom 49 (C): -0.011, atom 50 (C): -0.040, atom 51 (C): 0.045, atom 52 (C): 0.007, atom 53 (C): -0.549, atom 54 (C): -0.470, atom 55 (C): -0.102, atom 56 (C): 0.019, atom 57 (C): -0.258, atom 58 (C): -0.072, atom 59 (C): -0.168, atom 60 (C): 0.029, atom 61 (C): 0.052, atom 62 (B): -1.158, atom 63 (B): -1.148, atom 64 (H): 0.098, atom 65 (H): 0.089, atom 66 (H): 0.128, atom 67 (H): 0.107, atom 68 (H): 0.094, atom 69 (H): 0.125, atom 70 (H): 0.089, atom 71 (H): 0.089, atom 72 (H): 0.118, atom 73 (H): 0.108, atom 74 (H): 0.114, atom 75 (H): 0.091, atom 76 (H): 0.105, atom 77 (H): 0.091, atom 78 (H): 0.089, atom 79 (H): 0.108, atom 80 (H): 0.078, atom 81 (H): 0.094, atom 82 (H): 0.132, atom 83 (H): 0.083, atom 84 (H): 0.116, atom 85 (H): 0.094, atom 86 (H): 0.116, atom 87 (H): 0.087, atom 88 (H): 0.115, atom 89 (H): 0.113, atom 90 (H): 0.099, atom 91 (H): 0.096, atom 92 (H): 0.084, atom 93 (H): 0.152, atom 94 (H): 0.156


Below is C32H31BrN5O3SSiZn as an isolated structure, with properties calculated with ωB97M-V with the def2-TZVPD basis set.

Geometry as ORCA input:
```
! wB97M-V def2-TZVPD RIJCOSX def2/J DEFGRID3
* xyz -1 1
Br 2.53076 5.66551 0.28299
Zn 1.43917 -0.89805 -0.41186
S -0.90734 -0.18387 -3.05917
Si -2.56437 2.25412 3.67991
O 1.80948 0.62251 -3.65444
O -0.16299 -0.61054 -1.83941
O 2.44402 0.58243 -1.50089
N 1.77013 -4.21348 -0.69393
N -1.90335 -1.53715 0.67760
N 3.05626 -2.18381 -0.54588
N 1.07200 0.19234 1.21121
N 0.25599 -2.50040 0.08713
C 4.26558 -1.60498 -0.60858
C 4.10166 -4.28168 -0.95595
C 2.55604 5.44310 -2.54947
C 1.67065 1.34194 1.64276
C -4.36788 2.78467 3.64588
C 2.94169 -3.51461 -0.71113
C -0.26708 0.44051 1.31702
C 2.37927 3.37485 -3.76887
C 0.61203 -3.72109 -0.34470
C -1.99116 1.93351 1.92223
C 5.33078 -3.68410 -1.00206
C -0.51430 1.70710 1.80935
C -0.74795 -5.91543 -0.78293
C -0.58995 -4.59443 -0.41256
C -1.30716 1.53333 -2.76964
C -1.54745 -0.23856 1.05940
C -3.12064 -5.65248 -0.36287
C 2.31668 2.66578 -2.57450
C 2.50676 4.75539 -3.75568
C 0.74956 2.30116 2.03753
C -1.66222 -3.81521 -0.02617
C -2.94574 -4.32459 0.01121
C -2.54223 -0.84645 -2.75793
C 2.47724 4.72040 -1.37102
C -1.12276 -2.46766 0.29620
C 2.17079 1.15026 -2.59467
C -2.40466 0.70673 4.71640
C -2.53422 0.63976 1.37306
C 5.42898 -2.30191 -0.81948
C 2.36559 3.34307 -1.36187
C -2.03616 -6.43833 -0.75600
C -1.53663 3.62236 4.43895
H 0.10508 -6.50648 -1.08547
H 2.64745 6.51987 -2.52261
H -1.39016 0.31060 4.66093
H -2.08055 1.83890 -3.47343
H -1.64646 1.61915 -1.73712
H -3.77376 -3.70147 0.32005
H -1.45053 4.47237 3.76097
H -2.33166 2.78394 1.31396
H -4.48974 3.73596 3.12523
H -3.08195 -0.07074 4.36262
H 4.26188 -0.52798 -0.51264
H -3.58359 0.38647 1.33495
H 0.97971 3.28115 2.42697
H 2.74763 1.42524 1.63218
H -2.63468 0.91648 5.76308
H -4.11222 -6.08713 -0.34810
H 6.21734 -4.27769 -1.19003
H -0.39919 2.10501 -2.93543
H -2.85931 -0.54805 -1.75813
H 2.29501 2.78423 -0.43607
H -4.97486 2.04052 3.12691
H 2.32572 2.81914 -4.69483
H -2.20384 -7.46875 -1.04312
H -2.45521 -1.92941 -2.80397
H -0.52804 3.26447 4.64445
H -4.77026 2.89899 4.65386
H -1.97673 3.97556 5.37314
H 3.96931 -5.34321 -1.10346
H -3.22552 -0.49185 -3.52700
H 6.37555 -1.78391 -0.85942
H 2.56872 5.30661 -4.68564
*
```

Largest force on an atom   0.515 eV/A
Energy relative to the best compared isomer or geometry (same formula, charge and spin)   0.0 kcal/mol
Frontier orbital gap   6.35 eV
Electronic energy   -6778.75051 Ha

Taken from the Löwdin analysis, the atomic charges in e are: atom 1 (Br): 0.697, atom 2 (Zn): 0.678, atom 3 (S): 0.898, atom 4 (Si): 0.518, atom 5 (O): -0.025, atom 6 (O): -0.540, atom 7 (O): -0.082, atom 8 (N): 0.142, atom 9 (N): 0.169, atom 10 (N): 0.072, atom 11 (N): -0.019, atom 12 (N): 0.092, atom 13 (C): -0.122, atom 14 (C): -0.025, atom 15 (C): -0.149, atom 16 (C): -0.207, atom 17 (C): -0.184, atom 18 (C): -0.315, atom 19 (C): -0.241, atom 20 (C): -0.032, atom 21 (C): -0.297, atom 22 (C): -0.301, atom 23 (C): -0.085, atom 24 (C): -0.218, atom 25 (C): -0.020, atom 26 (C): -0.103, atom 27 (C): -0.216, atom 28 (C): -0.214, atom 29 (C): -0.094, atom 30 (C): -0.128, atom 31 (C): -0.088, atom 32 (C): -0.068, atom 33 (C): -0.105, atom 34 (C): -0.021, atom 35 (C): -0.250, atom 36 (C): -0.668, atom 37 (C): -0.297, atom 38 (C): -0.629, atom 39 (C): -0.169, atom 40 (C): -0.069, atom 41 (C): -0.077, atom 42 (C): -0.054, atom 43 (C): -0.095, atom 44 (C): -0.179, atom 45 (H): 0.106, atom 46 (H): 0.089, atom 47 (H): 0.038, atom 48 (H): 0.057, atom 49 (H): 0.062, atom 50 (H): 0.108, atom 51 (H): 0.031, atom 52 (H): 0.122, atom 53 (H): 0.024, atom 54 (H): 0.030, atom 55 (H): 0.103, atom 56 (H): 0.097, atom 57 (H): 0.075, atom 58 (H): 0.095, atom 59 (H): 0.024, atom 60 (H): 0.092, atom 61 (H): 0.099, atom 62 (H): 0.039, atom 63 (H): 0.049, atom 64 (H): 0.089, atom 65 (H): 0.023, atom 66 (H): 0.112, atom 67 (H): 0.092, atom 68 (H): 0.051, atom 69 (H): 0.026, atom 70 (H): 0.022, atom 71 (H): 0.023, atom 72 (H): 0.103, atom 73 (H): 0.049, atom 74 (H): 0.095, atom 75 (H): 0.096


Below is C32H31FeN7O2S as an isolated structure at a distorted geometry, with properties calculated with ωB97M-V with the def2-TZVPD basis set.

Geometry as ORCA input:
```
! wB97M-V def2-TZVPD RIJCOSX def2/J DEFGRID3
* xyz 1 6
Fe 11.57452 10.00952 10.44536
S 9.85690 13.55341 8.26043
O 13.10331 13.10660 10.22776
O 11.78698 8.85526 11.95777
N 8.97593 6.58718 9.42531
N 10.00337 7.24798 7.34775
N 14.15982 10.29019 11.85435
N 13.48877 10.55535 10.82545
N 10.20922 11.28110 11.55388
N 11.29238 5.85740 8.87234
N 10.85211 8.18675 9.40550
C 10.94536 6.06117 7.48234
C 10.54766 8.47731 7.96857
C 12.48379 8.99975 12.99262
C 16.47939 10.69680 15.33372
C 14.52794 9.89735 14.16034
C 9.86309 12.34809 10.83938
C 13.71850 9.73002 12.96500
C 15.32838 10.77562 7.64648
C 14.87507 10.23837 8.85448
C 12.86295 8.59540 15.35586
C 10.02991 5.56827 9.56453
C 10.29150 12.28464 9.41638
C 12.11940 8.41140 14.22340
C 11.83520 7.03730 9.51002
C 14.27853 12.84112 8.14015
C 14.84932 9.46428 16.53733
C 16.07763 10.04996 16.51859
C 9.89878 11.13605 12.83808
C 10.63716 12.69051 7.05837
C 9.53205 7.79983 10.05631
C 8.70927 13.30380 12.71576
C 15.75312 10.58329 14.18620
C 8.79131 6.80417 8.01989
C 9.04207 13.33069 11.35842
C 14.09419 11.03252 9.67285
C 15.00265 12.03395 7.25420
C 14.10992 9.28859 15.32384
C 11.13799 11.45362 7.51114
C 13.05610 14.55894 10.18352
C 10.96529 11.25207 8.89992
C 13.77462 12.36693 9.31140
C 9.06828 12.15421 13.45122
H 16.69689 10.07390 17.41051
H 13.89781 14.94718 9.59236
H 11.48868 8.73873 7.51097
H 14.43017 8.91370 17.38465
H 11.75998 6.22972 6.78535
H 11.29390 7.74434 14.26981
H 8.46446 5.89188 7.62156
H 12.13161 14.90551 9.72263
H 15.90420 10.19054 6.97775
H 9.67489 4.58721 9.23004
H 9.83886 9.30629 7.95185
H 10.31142 10.28243 13.38131
H 17.37784 11.29608 15.27310
H 8.82633 14.22198 10.83567
H 9.67675 7.58865 11.13504
H 10.63946 13.05168 6.09592
H 8.84846 8.57130 9.92384
H 11.69682 10.91160 6.76676
H 7.91879 7.54957 7.84234
H 16.12148 11.01439 13.29706
H 15.37598 12.44927 6.32657
H 13.06186 14.95144 11.18404
H 12.07243 6.83288 10.58119
H 12.73050 7.40168 8.87741
H 8.00624 13.98943 13.08235
H 10.26840 5.47368 10.68238
H 15.15205 9.17221 9.10606
H 13.98456 13.82694 7.78078
H 10.42921 5.13934 7.15860
H 12.69754 8.17815 16.30912
H 8.76888 12.05780 14.43759
*
```

Largest force on an atom   3.467 eV/A
Frontier orbital gap (spin up / spin down)   7.17 / 6.45 eV
Electronic energy   -3433.36062 Ha

Taken from the Löwdin analysis, the atomic charges in e are: atom 1 (Fe): 1.083, atom 2 (S): 1.061, atom 3 (O): -0.089, atom 4 (O): -0.132, atom 5 (N): -0.076, atom 6 (N): -0.061, atom 7 (N): 0.158, atom 8 (N): -0.038, atom 9 (N): 0.033, atom 10 (N): -0.098, atom 11 (N): -0.159, atom 12 (C): -0.136, atom 13 (C): -0.152, atom 14 (C): -0.349, atom 15 (C): -0.054, atom 16 (C): -0.100, atom 17 (C): -0.271, atom 18 (C): -0.125, atom 19 (C): -0.095, atom 20 (C): -0.005, atom 21 (C): 0.034, atom 22 (C): -0.170, atom 23 (C): -0.495, atom 24 (C): 0.007, atom 25 (C): -0.147, atom 26 (C): -0.016, atom 27 (C): -0.017, atom 28 (C): -0.061, atom 29 (C): -0.041, atom 30 (C): -0.402, atom 31 (C): -0.133, atom 32 (C): -0.008, atom 33 (C): -0.019, atom 34 (C): -0.208, atom 35 (C): -0.006, atom 36 (C): -0.222, atom 37 (C): -0.061, atom 38 (C): -0.172, atom 39 (C): -0.193, atom 40 (C): -0.016, atom 41 (C): -0.274, atom 42 (C): -0.257, atom 43 (C): 0.003, atom 44 (H): 0.113, atom 45 (H): 0.094, atom 46 (H): 0.113, atom 47 (H): 0.119, atom 48 (H): 0.126, atom 49 (H): 0.114, atom 50 (H): 0.105, atom 51 (H): 0.070, atom 52 (H): 0.097, atom 53 (H): 0.133, atom 54 (H): 0.116, atom 55 (H): 0.105, atom 56 (H): 0.113, atom 57 (H): 0.096, atom 58 (H): 0.131, atom 59 (H): 0.042, atom 60 (H): 0.104, atom 61 (H): 0.100, atom 62 (H): 0.164, atom 63 (H): 0.099, atom 64 (H): 0.117, atom 65 (H): 0.089, atom 66 (H): 0.131, atom 67 (H): 0.152, atom 68 (H): 0.102, atom 69 (H): 0.151, atom 70 (H): 0.138, atom 71 (H): 0.123, atom 72 (H): 0.134, atom 73 (H): 0.109, atom 74 (H): 0.079


> Among the records above, which one has the highest largest force on an atom?

C32H31FeN7O2S